ORCA calculation (wB97M-V/def2-TZVPD) on a gas-phase ion, C13H14ClF4IN2O6PS (charge +1) at a distorted geometry.

```
43
Properties=species:S:1:pos:R:3:forces:R:3
C 5.359768 -0.201590 -1.421638 0.00 0.22 0.88
C 3.863675 0.413641 -1.151754 0.14 0.91 0.43
C 2.888916 -0.650289 -0.316067 0.34 1.37 0.66
I 3.421191 -2.779398 -0.724841 -0.85 1.08 0.23
C 1.291369 -0.336634 -0.446452 -3.71 0.82 0.19
C 0.480330 0.388090 0.825779 -1.95 -0.96 -1.59
C 1.289846 0.850471 2.215785 3.86 5.12 1.83
O 1.915634 2.022463 2.357286 -4.58 -8.03 -1.55
O 1.348063 -0.143696 3.339026 -1.84 0.81 -5.08
F 2.059606 0.373152 4.341271 1.10 1.10 1.30
C -1.166414 0.686704 0.777273 4.20 -2.45 -4.65
S -1.909679 1.439941 2.308895 -5.15 -2.81 6.75
O -3.439767 1.621504 2.323754 5.27 -0.18 -1.93
O -1.574348 0.656912 3.639371 0.41 2.97 -6.02
C -1.175458 3.197785 2.460717 0.50 5.20 0.67
F -2.331745 4.160311 2.580278 4.19 -3.63 -0.49
F -0.454181 3.588382 1.223324 -2.15 -1.45 4.38
F -0.382743 3.377480 3.713074 -2.76 -0.89 -5.11
C -1.915573 0.271352 -0.620254 0.98 0.52 0.87
C -3.536066 0.605365 -0.717007 0.45 0.78 -0.02
C -4.416772 -0.536905 0.057520 0.11 -1.30 -0.54
C -3.480576 -1.913924 0.066754 -0.01 -4.29 -4.40
N -2.574930 -2.333897 1.209247 -0.33 -0.07 -2.00
O -3.540762 -2.758017 -0.991805 0.01 5.34 6.08
N -1.173796 -0.396217 -1.798050 2.14 1.36 3.97
Cl -2.086762 -0.859569 -3.232075 0.84 0.54 1.80
C 0.342710 -0.683761 -1.779102 -1.26 1.66 3.66
P 1.082771 -1.458952 -3.355180 5.23 -0.17 -2.46
O 2.588854 -1.095211 -3.660537 -4.58 -0.62 1.64
H 5.707038 -0.685491 -0.386677 -0.63 0.93 -2.36
H 5.406518 -1.004998 -2.277990 -0.22 1.76 1.75
H 6.104705 0.689449 -1.626118 -1.63 -1.83 0.23
H 4.010829 1.330932 -0.402137 -0.42 -1.98 -1.53
H 3.333130 0.862709 -2.096406 1.10 -1.31 1.71
H 3.244808 -0.518885 0.817072 -1.34 -0.37 -2.42
H -3.950642 0.686957 -1.806738 1.37 -0.33 1.92
H -3.651396 1.702777 -0.260551 0.25 -2.60 -0.71
H -5.336072 -0.806012 -0.655177 2.14 0.54 1.70
H -4.815014 -0.235100 1.115205 1.18 -0.51 -2.04
H -1.561106 -2.094428 0.990564 -1.75 -0.06 0.33
H -2.579360 -3.393781 1.165513 -0.10 1.57 -0.06
H 0.360541 -1.124174 -4.590779 -0.10 -0.09 1.65
H 0.952859 -2.915448 -3.210373 -0.49 1.34 0.31
```
Forces are in eV/Å.

- HOMO: -12.7 eV
- Spin multiplicity: 1
- Energy relative to the best compared isomer or geometry (same formula, charge and spin): 198.99 kcal/mol
- Total charge: +1
- LUMO level: -6.8 eV
- SMILES: CC[C@H](I)c1c(C(=O)OF)c(S(=O)(=O)C(F)(F)F)c(CCC(N)=O)[n+](Cl)c1[PH2]=O
- HOMO-LUMO gap: 5.855 eV
- Electronic energy: -80561.134 eV

Mulliken atomic charge list, values in e, 8 entries: C -1.062; C -0.084; C -1.252; I 0.167; C 0.751; C -0.031; C -0.192; O -0.454

ORCA calculation (wB97M-V/def2-TZVPD) on a single C13H14N2O3S molecule at a distorted geometry.

```
33
Properties=species:S:1:pos:R:3:forces:R:3
C 1.556020 1.060920 -2.555523 -1.02 6.99 -2.00
O 1.479854 0.213048 -1.561187 -0.37 -7.04 -0.30
C 1.597952 -1.249651 -2.118521 0.46 6.08 -3.18
O 1.880075 -1.596173 -3.206654 0.50 1.91 -1.93
C 1.329617 -2.168472 -1.212745 -3.36 -6.06 6.33
C 1.455852 -1.738388 0.231984 -1.78 -0.88 1.94
S 3.069661 -1.188409 0.725418 -0.13 1.70 1.19
C 2.351495 0.516943 1.373314 -8.90 -14.34 -4.31
O 2.853972 1.454559 1.406235 7.81 13.33 2.05
N 0.865180 0.420629 1.118493 3.33 -2.99 0.70
C 0.341934 -0.726202 0.665448 -0.33 -1.74 -2.94
N -0.872920 -1.052142 0.242947 2.32 2.29 1.70
C -1.783136 -0.003672 0.465081 -2.79 -0.38 3.95
C -1.782331 1.336369 0.128090 4.01 -3.26 -5.09
C -2.973523 2.017264 0.024295 -0.12 -3.16 4.29
C -3.988255 1.835688 0.824486 -0.30 -7.20 2.24
C -5.220300 2.523730 0.939365 -0.73 3.93 -1.89
C -4.021774 0.335427 1.503540 -4.46 7.31 -0.47
C -3.006637 -0.422033 1.510224 5.51 -2.58 -3.49
H 1.818221 2.017667 -1.935288 -0.22 -0.89 -1.73
H 0.528989 1.430219 -3.157920 2.25 -1.58 1.49
H 2.350818 0.907670 -3.287734 -0.12 -0.27 -0.02
H 2.050226 -2.977476 -1.367842 -0.33 -0.15 -0.01
H 0.221459 -2.659707 -1.345949 2.63 1.39 0.16
H 1.227698 -2.638091 0.832551 0.13 0.29 -0.22
H 0.338329 1.137036 1.436607 -2.13 2.83 1.05
H -0.974573 1.663436 -0.845543 -1.98 -1.01 3.26
H -2.885202 2.826824 -0.425787 0.33 7.42 -4.39
H -5.530548 2.713609 1.947484 -0.67 -0.61 0.53
H -5.962510 2.140363 0.209148 -0.05 0.19 0.93
H -4.959696 3.594380 0.606845 -0.77 -1.17 0.10
H -5.038035 0.261796 1.949025 1.06 -0.81 0.14
H -3.006000 -1.456279 1.875999 0.21 0.47 -0.07
```
Forces are in eV/Å.

- HOMO: -8.1 eV
- Spin multiplicity: 1
- Energy relative to the best compared isomer or geometry (same formula, charge and spin): 219.88 kcal/mol
- Total charge: 0
- LUMO level: 0.3 eV
- SMILES: COC(=O)C[C@H]1SC(=O)N/C1=N\c1ccc(C)cc1
- HOMO-LUMO gap: 8.443 eV
- Electronic energy: -33658.485 eV

Mulliken atomic charge list, values in e, 8 entries: C -0.884; O -0.057; C 0.234; O -0.495; C -0.319; C -0.010; S -0.230; C 0.316

ORCA calculation (wB97M-V/def2-TZVPD) on 2 unconnected molecules or ions with the total composition C13H14O2 at a distorted geometry.

```
29
Properties=species:S:1:pos:R:3:forces:R:3
C -1.879377 -1.150441 2.531584 -0.04 0.93 -0.50
C 0.023944 -2.688332 -3.753295 0.39 -0.78 -0.71
C -0.818845 -1.742821 -3.226607 -0.60 -0.73 0.09
C 1.159959 -3.141989 -3.114174 -0.53 -0.55 -1.60
C -0.497237 -1.166067 -2.043542 2.19 -0.76 1.31
C 1.385807 -2.715388 -1.855499 -0.61 1.79 0.16
C 0.632884 -1.663952 -1.341748 -0.69 1.21 0.83
C -2.091828 0.022754 2.612339 0.18 -0.03 0.48
C 0.839908 -1.006403 -0.023621 0.81 -0.11 -1.20
C -2.246117 2.333155 2.257217 2.10 1.89 -3.44
C -3.012825 3.466001 2.844174 0.86 -0.64 1.51
C 1.890381 0.869941 1.238796 4.25 0.36 -1.74
C 1.868333 0.090560 -0.056215 -2.88 1.00 -0.49
O -1.483585 2.507604 1.281755 -2.31 -1.84 3.14
O -2.417184 1.219617 3.026499 -0.21 0.26 -0.29
H -0.165992 -3.185967 -4.666528 -0.64 -0.13 -0.99
H -1.824987 -1.645187 -3.563127 -0.37 0.57 -0.93
H 1.801385 -3.853573 -3.659042 -0.29 0.31 0.65
H -1.002153 -0.377021 -1.572798 -1.16 0.86 0.33
H 2.236359 -3.018272 -1.385429 2.13 -0.95 1.66
H -1.573660 -2.026066 2.071323 0.32 -1.31 -0.18
H -2.913830 4.340583 2.234601 0.14 0.36 -0.19
H -2.441975 3.563277 3.818872 -1.04 0.48 -0.73
H -4.054673 3.226009 3.034871 0.03 -0.08 0.17
H 0.984636 1.368174 1.322404 -1.47 1.02 0.70
H 2.163648 0.181923 1.975787 -0.36 -0.88 1.73
H 2.825359 1.548240 1.195232 -1.73 -0.38 0.12
H 2.683491 -0.534173 -0.303454 1.75 -0.83 -0.03
H 1.827807 0.842048 -0.897313 -0.25 -1.05 0.17
```
Forces are in eV/Å.

- HOMO: -7.7 eV
- Spin multiplicity: 1
- Energy relative to the best compared isomer or geometry (same formula, charge and spin): 174.43 kcal/mol
- Total charge: 0
- LUMO level: 0.0 eV
- HOMO-LUMO gap: 7.674 eV
- Electronic energy: -17795.620 eV

Mulliken atomic charge list, values in e, 8 entries: C -0.082; C -0.391; C -0.481; C -0.402; C -0.656; C -0.515; C 0.834; C -0.159

ORCA calculation (wB97M-V/def2-TZVPD) on a molecular structure, C13H15BBr33F4.

```
66
Properties=species:S:1:pos:R:3:forces:R:3
B 2.805122 -1.186774 -0.831645 0.26 0.01 -0.26
C 1.414090 -0.382972 -0.765833 -0.12 0.00 0.24
F 1.361738 0.563581 0.275297 0.11 -0.03 -0.01
F 1.090202 0.366049 -1.895811 0.07 0.01 -0.05
C 0.144850 -1.198272 -0.522489 -0.12 -0.27 0.00
F 0.350225 -2.170646 0.425388 -0.03 0.10 0.01
F -0.263483 -1.853834 -1.651796 0.08 0.09 0.03
H 3.102626 -1.547598 0.295383 -0.06 0.03 -0.04
H 3.661695 -0.447698 -1.302027 -0.11 -0.01 0.06
H 2.639746 -2.163422 -1.559388 -0.02 0.04 0.01
H -0.686481 -0.587903 -0.165692 -0.04 0.14 -0.10
C 3.628473 -4.380648 2.236755 -0.05 -0.01 -0.09
Br 2.371036 -3.224259 3.112599 -0.04 0.02 0.00
Br 3.187818 -4.642444 0.388914 0.01 0.08 0.11
Br 5.440579 -3.746852 2.437004 0.00 0.02 0.06
H 3.574794 -5.340455 2.727640 0.04 -0.02 0.01
C -0.371933 4.086999 0.372332 0.06 -0.14 0.12
Br 0.571731 3.714100 2.004635 0.04 0.00 0.04
Br -1.230764 2.525116 -0.307711 -0.13 0.01 -0.10
Br -1.615107 5.541714 0.616818 -0.10 0.13 -0.04
H 0.357563 4.415128 -0.354853 0.00 0.02 -0.01
C -2.247385 -1.680451 2.646622 0.07 -0.05 -0.05
Br -4.108968 -1.189425 2.753900 -0.03 0.01 -0.01
Br -1.103232 -0.149958 2.680601 0.03 0.13 0.09
Br -1.778957 -2.951825 4.011582 0.01 -0.03 0.02
H -2.098900 -2.171770 1.694831 0.01 -0.02 -0.01
C 6.580518 -5.348957 -0.594153 0.01 0.01 0.02
Br 8.265040 -4.807231 0.155626 0.10 0.02 -0.03
Br 6.596523 -5.281371 -2.510992 -0.03 -0.01 -0.07
Br 6.073043 -7.091971 0.039691 0.01 -0.06 0.02
H 5.830786 -4.649119 -0.247299 0.01 -0.01 -0.01
C -0.081787 -6.654101 -1.370340 0.06 0.28 0.03
Br -0.213004 -4.826591 -0.816819 -0.11 -0.10 -0.07
Br 0.982084 -7.683661 -0.141031 -0.05 -0.19 0.01
Br -1.803600 -7.454647 -1.690275 -0.02 -0.05 0.01
H 0.447819 -6.647727 -2.311347 -0.06 -0.10 -0.01
C -4.059928 5.861867 3.633674 0.03 -0.03 -0.05
Br -3.413589 7.575306 4.235537 0.07 0.04 0.00
Br -2.973741 4.435532 4.291971 0.03 -0.06 0.01
Br -5.912328 5.622012 4.092995 -0.07 0.02 -0.01
H -3.995117 5.854568 2.554248 0.02 0.01 -0.01
C 0.966437 -5.254081 -5.713485 0.04 0.21 0.05
Br 0.933866 -3.595148 -4.755361 0.01 0.01 0.05
Br 1.727828 -6.646315 -4.632421 0.08 -0.21 0.08
Br -0.775096 -5.748905 -6.366216 -0.04 -0.03 -0.04
H 1.613367 -5.135929 -6.571646 0.01 -0.03 -0.02
C -4.863806 10.154821 1.934522 0.01 -0.02 0.01
Br -3.089529 10.624423 1.367060 0.04 0.00 -0.01
Br -5.929311 11.713281 2.297593 -0.02 0.02 -0.01
Br -5.716572 8.984032 0.673783 -0.01 -0.05 -0.01
H -4.768368 9.603098 2.857719 0.00 0.00 0.03
C 5.402535 -6.760637 -6.978810 -0.04 0.04 0.05
Br 4.989538 -5.078801 -6.145181 0.01 0.04 0.01
Br 6.338098 -7.934828 -5.782548 0.04 0.00 0.05
Br 3.820132 -7.601249 -7.675821 -0.05 -0.03 -0.13
H 6.054997 -6.560079 -7.815019 0.01 0.01 -0.01
C 1.795368 8.247296 -0.008820 -0.02 -0.07 0.03
Br 0.309690 8.873791 1.038173 -0.03 0.09 0.03
Br 2.977717 7.158718 1.040753 0.02 -0.02 0.01
Br 1.202169 7.312206 -1.581253 -0.01 0.00 -0.05
H 2.349131 9.112899 -0.339448 0.01 0.01 0.00
C -9.459032 3.893792 4.807528 0.02 -0.01 -0.01
Br -10.062435 3.651354 6.616740 -0.01 0.00 0.04
Br -8.336427 2.448270 4.235852 0.01 -0.03 -0.01
Br -10.934298 4.166117 3.605225 -0.03 0.01 -0.03
H -8.864828 4.795727 4.789838 0.01 0.02 0.00
```
Forces are in eV/Å.

- HOMO: -6.2 eV
- Spin multiplicity: 1
- Total charge: -1
- LUMO level: 1.0 eV
- HOMO-LUMO gap: 7.243 eV
- Electronic energy: -2336671.052 eV

Mulliken atomic charge list, values in e, 8 entries: B 0.568; C 0.260; F -0.266; F -0.328; C 0.300; F -0.115; F -0.288; H -0.272